{"formula": "C32H30F3NO4PTi", "method": "wB97M-V/def2-TZVPD", "fmax_ha_per_bohr": 0.045, "total_charge": -1, "energy_ev": -83911.633, "lumo_ev": 2.444, "gap_ev": 5.10, "species": ["Ti", "C", "C", "C", "C", "C", "C", "H", "H", "H", "H", "H", "H", "C", "P", "C", "C", "O", "H", "H", "H", "H", "H", "H", "H", "H", "H", "F", "C", "F", "F", "C", "O", "O", "O", "C", "C", "C", "C", "C", "C", "C", "C", "H", "H", "H", "H", "H", "N", "C", "C", "C", "C", "C", "C", "C", "C", "C", "C", "C", "C", "C", "H", "H", "H", "H", "H", "H", "H", "H", "H", "H"], "coordinates": [[-0.01951, 0.27319, -0.18051], [2.18657, 2.12075, 0.91516], [3.32616, 1.43556, 0.64128], [3.49634, 0.83073, -0.64595], [2.55701, 0.99062, -1.61754], [1.32620, 1.67487, -1.36195], [1.11638, 2.19391, -0.03422], [2.07180, 2.62883, 1.86556], [4.11857, 1.37196, 1.37754], [4.42039, 0.30768, -0.87038], [2.74575, 0.62677, -2.62136], [0.81796, 2.12480, -2.20152], [0.34668, 2.94418, 0.12048], [0.73881, -3.49561, 1.55741], [1.77759, -2.53048, 0.46017], [2.51516, -3.74157, -0.66118], [3.14739, -1.92990, 1.45675], [1.06764, -1.51631, -0.39300], [1.34127, -4.28058, 2.01707], [-0.07193, -3.93189, 0.97462], [0.29965, -2.85380, 2.31803], [3.04965, -4.52646, -0.12597], [3.19309, -3.22044, -1.33763], [1.71277, -4.18249, -1.25343], [3.54697, -2.75676, 2.04577], [2.78402, -1.14298, 2.11592], [3.91978, -1.52541, 0.80452], [0.78645, -1.24161, 4.19812], [-0.01112, -0.15536, 4.10098], [0.42588, 0.72019, 5.02500], [-1.24005, -0.53708, 4.46705], [-0.00151, 0.47834, 2.67795], [-0.56043, 1.55465, 2.57506], [0.60882, -0.20392, 1.79586], [-1.79341, -1.94794, 1.45995], [-2.03053, -0.93914, 0.87065], [-2.15294, 0.21337, 0.34527], [-3.22743, 0.91091, -0.34849], [-4.00734, 0.28682, -1.32754], [-5.04030, 0.96603, -1.95320], [-5.32912, 2.28056, -1.60817], [-4.55622, 2.91208, -0.64442], [-3.51102, 2.23967, -0.02901], [-3.76978, -0.73124, -1.61055], [-5.62063, 0.46889, -2.72167], [-6.13176, 2.81286, -2.10360], [-4.76300, 3.94126, -0.37393], [-2.90050, 2.73348, 0.71781], [-0.56931, 0.21969, -1.85251], [-0.97935, 0.17567, -3.07556], [-0.32863, -0.77934, -4.01017], [-0.16193, -0.51737, -5.37661], [0.53826, -1.38891, -6.19803], [1.09872, -2.54952, -5.68339], [0.94645, -2.82198, -4.32845], [0.24536, -1.95524, -3.50759], [-2.00187, 1.12822, -3.57473], [-2.85710, 0.81072, -4.63667], [-3.81710, 1.70515, -5.08351], [-3.95499, 2.94944, -4.48376], [-3.12726, 3.27362, -3.41670], [-2.17370, 2.37616, -2.96714], [-0.56279, 0.39723, -5.79434], [0.66062, -1.15017, -7.24847], [1.64276, -3.22929, -6.32769], [1.38617, -3.72196, -3.91224], [0.13185, -2.16102, -2.45214], [-2.77654, -0.15965, -5.11084], [-4.46958, 1.42487, -5.90271], [-4.70481, 3.64966, -4.83060], [-3.22849, 4.23434, -2.92547], [-1.55102, 2.62657, -2.11779]], "forces_ev_per_a": [[1.225, 0.058, 0.354], [0.094, 0.124, 0.024], [-0.036, 0.049, 0.051], [0.006, 0.047, -0.094], [0.173, 0.040, 0.043], [0.094, 0.342, 0.260], [0.240, -0.067, -0.051], [-0.048, -0.045, 0.017], [-0.001, -0.001, 0.001], [-0.009, -0.007, -0.020], [-0.051, -0.072, 0.017], [-0.148, -0.157, -0.082], [-0.079, -0.078, 0.069], [-0.056, 0.114, -0.055], [0.254, -0.366, 0.083], [-0.079, 0.098, -0.016], [-0.096, 0.101, -0.010], [-0.155, 0.174, 0.100], [0.008, -0.011, -0.001], [-0.014, -0.010, 0.033], [0.037, 0.004, -0.028], [0.004, 0.020, 0.021], [0.012, -0.008, 0.002], [0.011, -0.034, -0.012], [0.016, -0.016, -0.018], [-0.010, -0.013, -0.028], [0.008, 0.004, 0.004], [0.008, -0.050, 0.021], [0.155, 0.001, -0.079], [0.018, 0.035, 0.032], [-0.079, -0.011, -0.004], [0.224, 0.122, 0.339], [0.024, 0.055, 0.103], [-0.360, 0.004, 0.550], [-0.059, -0.050, -0.207], [-0.563, -0.053, 0.568], [0.044, -0.329, -0.105], [-0.202, -0.069, 0.142], [-0.029, 0.065, 0.066], [-0.117, -0.013, 0.125], [-0.021, -0.115, 0.151], [-0.079, -0.030, 0.105], [-0.051, 0.020, 0.052], [-0.005, -0.005, -0.001], [0.023, 0.007, -0.001], [0.004, -0.003, -0.007], [0.004, 0.012, 0.000], [-0.007, -0.023, 0.032], [-0.896, 0.009, -2.126], [0.157, -0.012, 0.159], [0.085, -0.054, -0.079], [0.010, 0.025, 0.070], [0.020, 0.001, -0.013], [-0.026, 0.015, 0.000], [0.014, -0.014, -0.023], [-0.101, 0.015, 0.002], [-0.072, 0.100, -0.170], [0.068, -0.028, 0.006], [-0.043, 0.102, -0.013], [0.112, -0.031, -0.122], [0.161, 0.012, -0.129], [0.142, 0.039, -0.137], [-0.005, -0.004, -0.006], [-0.013, 0.004, 0.002], [0.013, -0.001, 0.012], [-0.026, -0.012, 0.020], [0.056, 0.016, 0.018], [-0.006, -0.008, 0.012], [0.001, -0.012, -0.007], [-0.010, 0.002, -0.009], [-0.006, -0.035, 0.008], [0.030, 0.013, -0.021]], "mulliken_charge": [0.15, -0.79, -0.55, -0.69, -0.74, -0.29, -0.22, 0.37, 0.39, 0.47, 0.33, 0.76, 0.49, -1.37, 1.49, -1.30, -1.12, -0.23, 0.51, 0.34, 0.18, 0.43, 0.35, 0.29, 0.51, 0.14, 0.32, -0.24, 0.77, -0.30, -0.29, 0.02, -0.57, 0.17, -0.69, 1.67, -1.71, 0.40, -0.08, -0.67, -0.44, -0.79, -0.05, 0.35, 0.37, 0.42, 0.41, 0.47, 0.38, -1.36, 0.46, -0.33, -0.82, -0.57, -0.67, 0.16, 1.19, -0.17, -1.03, -0.55, -0.92, 0.26, 0.49, 0.38, 0.38, 0.32, 0.08, 0.53, 0.35, 0.42, 0.38, 0.19]}